[1]
{
  "formula": "C32H29AuN3O3SSb",
  "method": "ωB97M-V/def2-TZVPD",
  "molar_mass_g_mol": 854.40,
  "spin_multiplicity": 1,
  "charge": 0,
  "homo_ev": -8.6,
  "e_lumo_ev": 0.0,
  "orbital_gap_ev": 8.63,
  "elements": ["Au", "C", "C", "C", "O", "C", "O", "O", "H", "H", "H", "H", "H", "H", "H", "N", "C", "C", "C", "C", "C", "C", "C", "N", "C", "C", "N", "C", "H", "H", "H", "H", "H", "H", "H", "S", "Sb", "C", "C", "C", "C", "C", "C", "C", "C", "C", "C", "C", "C", "C", "C", "C", "C", "C", "C", "H", "H", "H", "H", "H", "H", "H", "H", "H", "H", "H", "H", "H", "H", "H"],
  "coordinates": [[-0.23, -0.23, 0.72], [3.62, -3.07, 1.07], [2.36, -2.26, 1.36], [2.10, -2.16, 2.86], [2.54, -0.91, 0.92], [1.13, -2.93, 0.71], [1.11, -4.15, 0.63], [0.15, -2.19, 0.30], [4.47, -2.59, 1.55], [3.80, -3.11, -0.01], [3.51, -4.09, 1.43], [2.95, -1.71, 3.36], [1.93, -3.16, 3.27], [1.22, -1.55, 3.05], [2.78, -0.93, -0.02], [-1.44, -6.59, 6.19], [-1.74, -5.87, 5.35], [-2.12, -4.97, 4.30], [-3.23, -4.15, 4.45], [-3.59, -3.28, 3.44], [-2.83, -3.21, 2.28], [-1.72, -4.03, 2.11], [-1.37, -4.91, 3.12], [-3.20, -2.30, 1.26], [-3.95, -1.15, 1.42], [-4.08, -0.62, 0.17], [-3.43, -1.39, -0.75], [-2.90, -2.38, -0.07], [-3.82, -4.21, 5.35], [-4.48, -2.67, 3.55], [-1.11, -3.96, 1.23], [-0.49, -5.53, 3.00], [-4.30, -0.82, 2.38], [-4.59, 0.29, -0.11], [-2.30, -3.18, -0.48], [-0.72, 1.97, 1.14], [0.19, 2.51, -0.91], [2.01, 1.58, -1.41], [2.01, 0.56, -2.35], [3.19, -0.11, -2.63], [4.36, 0.24, -1.97], [4.36, 1.26, -1.03], [3.18, 1.93, -0.74], [-1.13, 2.09, -2.48], [-1.26, 2.96, -3.56], [-2.14, 2.65, -4.58], [-2.90, 1.48, -4.52], [-2.77, 0.62, -3.44], [-1.89, 0.92, -2.41], [0.63, 4.57, -0.93], [-0.03, 5.40, -0.03], [0.25, 6.76, -0.04], [1.17, 7.28, -0.94], [1.83, 6.44, -1.83], [1.56, 5.08, -1.83], [1.09, 0.27, -2.86], [3.20, -0.91, -3.36], [5.28, -0.29, -2.19], [5.27, 1.53, -0.51], [3.17, 2.71, 0.01], [-0.68, 3.87, -3.61], [-2.25, 3.32, -5.42], [-3.59, 1.25, -5.32], [-3.35, -0.29, -3.37], [-1.80, 0.24, -1.58], [-0.74, 5.00, 0.68], [-0.26, 7.42, 0.66], [1.38, 8.34, -0.94], [2.55, 6.85, -2.52], [2.09, 4.43, -2.51]],
  "mulliken_charge": [0.79, -1.68, 1.44, -1.68, -0.41, 0.38, -0.72, -0.48, 0.39, 0.40, 0.35, 0.45, 0.37, 0.26, 0.18, -0.53, 0.09, 0.44, -0.93, -0.48, 1.03, -0.01, -1.07, 0.31, -0.27, -0.76, -0.38, -0.43, 0.45, 0.40, 0.17, 0.52, 0.42, 0.43, 0.52, -0.65, 1.73, 0.13, -0.13, -0.67, -0.47, -0.62, -0.58, 0.58, -0.47, -0.61, -0.46, -0.62, -0.37, 0.28, -0.59, -0.61, -0.39, -0.73, -0.22, 0.39, 0.40, 0.40, 0.38, 0.46, 0.41, 0.39, 0.38, 0.47, -0.08, 0.32, 0.39, 0.39, 0.39, 0.42]
}



[2]
{
  "formula": "C20H22F3NO2S",
  "method": "ωB97M-V/def2-TZVPD",
  "molar_mass_g_mol": 397.46,
  "smiles": "O=S(=O)([C@H](c1ccccc1)[C@@H](c1ccccc1)N1CCCCC1)C(F)(F)F",
  "spin_multiplicity": 1,
  "charge": 0,
  "homo_ev": -8.1,
  "e_lumo_ev": 0.6,
  "orbital_gap_ev": 8.74,
  "elements": ["O", "S", "O", "C", "C", "C", "C", "C", "C", "C", "C", "C", "C", "C", "C", "C", "C", "N", "C", "C", "C", "C", "C", "C", "F", "F", "F", "H", "H", "H", "H", "H", "H", "H", "H", "H", "H", "H", "H", "H", "H", "H", "H", "H", "H", "H", "H", "H", "H"],
  "coordinates": [[-2.15, -2.12, 0.16], [-1.04, -2.95, 0.55], [-1.18, -4.35, 0.90], [0.00, -2.15, 1.86], [-0.34, -2.79, 3.23], [0.64, -2.78, 4.23], [0.35, -3.29, 5.51], [-0.91, -3.81, 5.78], [-1.87, -3.90, 4.77], [-1.57, -3.41, 3.49], [0.00, -0.71, 1.74], [-1.36, 0.04, 1.86], [-1.45, 1.26, 1.18], [-2.65, 1.97, 1.16], [-3.79, 1.44, 1.79], [-3.69, 0.23, 2.48], [-2.47, -0.44, 2.55], [1.03, -0.07, 2.52], [2.40, -0.51, 2.38], [3.38, 0.55, 1.84], [3.23, 1.91, 2.52], [1.77, 2.34, 2.64], [0.89, 1.21, 3.21], [0.07, -2.98, -0.96], [-0.64, -3.44, -2.00], [1.13, -3.80, -0.74], [0.53, -1.74, -1.25], [0.98, -2.56, 1.51], [1.63, -2.38, 4.01], [1.12, -3.25, 6.29], [-1.16, -4.17, 6.79], [-2.86, -4.32, 4.94], [-2.35, -3.51, 2.74], [0.31, -0.53, 0.69], [-0.58, 1.63, 0.64], [-2.70, 2.93, 0.63], [-4.74, 1.98, 1.74], [-4.57, -0.20, 2.95], [-2.39, -1.35, 3.13], [2.46, -1.41, 1.74], [2.74, -0.80, 3.39], [3.22, 0.65, 0.76], [4.40, 0.17, 1.97], [3.67, 1.88, 3.52], [3.78, 2.66, 1.94], [1.66, 3.22, 3.28], [1.39, 2.63, 1.65], [-0.15, 1.54, 3.24], [1.21, 1.04, 4.25]],
  "mulliken_charge": [-0.59, 1.16, -0.62, -0.33, 0.10, -0.20, -0.83, -0.47, -0.92, -0.38, 0.78, -0.51, -0.04, -0.83, -0.58, -0.84, 0.13, 0.59, -1.05, -0.77, -0.85, -0.54, -0.92, 0.62, -0.19, -0.23, -0.22, 0.55, 0.32, 0.40, 0.39, 0.39, 0.50, 0.16, 0.40, 0.39, 0.39, 0.41, 0.55, 0.31, 0.45, 0.33, 0.38, 0.32, 0.37, 0.40, 0.21, 0.43, 0.49]
}



[3]
{
  "formula": "C2H3NS3",
  "method": "ωB97M-V/def2-TZVPD",
  "molar_mass_g_mol": 137.25,
  "spin_multiplicity": 1,
  "charge": 0,
  "homo_ev": [-8.1, -8.1],
  "e_lumo_ev": [-1.6, -1.8],
  "orbital_gap_ev": [6.46, 6.34],
  "elements": ["C", "C", "N", "S", "S", "S", "H", "H", "H"],
  "coordinates": [[-1.04, -0.70, 0.14], [-1.49, 0.73, -0.06], [0.17, -0.90, 0.42], [-0.46, 1.99, 0.16], [3.06, -0.26, 0.09], [1.48, 1.13, 0.49], [-1.88, -1.41, -0.06], [-2.40, 0.74, -0.68], [2.56, -1.30, -0.51]],
  "mulliken_charge": [0.24, -0.24, -0.53, -0.05, -0.24, 0.08, 0.30, 0.30, 0.14]
}



[4]
{
  "formula": "C18H12CuF3N3S",
  "method": "ωB97M-V/def2-TZVPD",
  "molar_mass_g_mol": 422.92,
  "spin_multiplicity": 1,
  "charge": -1,
  "homo_ev": -4.0,
  "e_lumo_ev": 3.0,
  "orbital_gap_ev": 7.00,
  "elements": ["Cu", "F", "C", "F", "F", "C", "C", "C", "C", "N", "C", "S", "H", "H", "H", "C", "C", "C", "C", "C", "C", "N", "N", "C", "C", "C", "C", "C", "C", "H", "H", "H", "H", "H", "H", "H", "H", "H"],
  "coordinates": [[0.36, -0.91, -0.54], [3.35, 3.29, -2.30], [2.37, 3.06, -3.19], [2.21, 4.22, -3.87], [2.84, 2.17, -4.08], [1.08, 2.63, -2.55], [-0.05, 3.42, -2.70], [-1.24, 3.05, -2.10], [-1.26, 1.87, -1.38], [-0.19, 1.09, -1.23], [1.00, 1.44, -1.79], [2.28, 0.35, -1.44], [0.02, 4.33, -3.28], [-2.14, 3.65, -2.20], [-2.16, 1.51, -0.90], [0.70, 1.95, 3.97], [-0.57, 1.41, 3.88], [-0.79, 0.26, 3.13], [0.27, -0.33, 2.47], [1.55, 0.20, 2.57], [1.76, 1.35, 3.31], [0.14, -1.53, 1.67], [-1.01, -1.69, 1.21], [-1.11, -2.87, 0.34], [-1.83, -3.98, 0.75], [-1.89, -5.05, -0.15], [-1.26, -4.94, -1.38], [-0.57, -3.78, -1.74], [-0.48, -2.68, -0.88], [0.86, 2.85, 4.56], [-1.40, 1.87, 4.40], [-1.78, -0.17, 3.04], [2.35, -0.28, 2.02], [2.75, 1.77, 3.37], [-2.31, -4.04, 1.72], [-2.43, -5.95, 0.12], [-1.31, -5.77, -2.08], [-0.10, -3.75, -2.72]],
  "mulliken_charge": [-0.74, -0.23, 0.60, -0.33, -0.23, -0.20, -0.12, -0.79, -0.18, -0.38, 0.71, -0.52, 0.45, 0.37, 0.41, -0.36, -0.53, -0.27, 0.36, -0.17, -0.62, -0.27, -0.07, 0.52, -1.01, -0.28, -0.61, 0.19, 0.01, 0.37, 0.34, 0.42, 0.37, 0.35, 0.37, 0.34, 0.34, 0.37]
}



[5]
{
  "formula": "CH3O2S2",
  "method": "ωB97M-V/def2-TZVPD",
  "molar_mass_g_mol": 111.17,
  "spin_multiplicity": 1,
  "charge": -1,
  "homo_ev": [-4.1, -4.0],
  "e_lumo_ev": [2.9, 2.6],
  "orbital_gap_ev": [6.99, 6.67],
  "elements": ["C", "O", "O", "S", "S", "H", "H", "H"],
  "coordinates": [[0.35, 0.03, 0.03], [-3.39, -1.14, 1.26], [-3.35, -1.38, -1.23], [-4.13, 1.32, -0.16], [-3.05, -0.53, -0.05], [0.35, -0.65, -0.85], [-0.45, 0.77, 0.08], [0.67, -0.46, 0.98]],
  "mulliken_charge": [-0.75, -0.52, -0.52, -0.52, 0.56, 0.25, 0.24, 0.25]
}



[6]
{
  "formula": "C4H10NOS",
  "method": "ωB97M-V/def2-TZVPD",
  "molar_mass_g_mol": 120.20,
  "smiles": "CN[C@H](CO)C[S-]",
  "spin_multiplicity": 1,
  "charge": -1,
  "homo_ev": -2.6,
  "e_lumo_ev": 3.7,
  "orbital_gap_ev": 6.37,
  "elements": ["C", "N", "C", "C", "O", "C", "S", "H", "H", "H", "H", "H", "H", "H", "H", "H", "H"],
  "coordinates": [[2.20, -0.30, -0.17], [1.16, 0.33, 0.62], [-0.21, -0.15, 0.28], [-0.72, 0.39, -1.04], [-1.40, -0.59, -1.80], [-1.15, 0.07, 1.44], [-2.90, -0.28, 0.96], [1.87, -0.62, -1.16], [2.97, 0.46, -0.28], [2.54, -1.19, 0.37], [1.16, 1.34, 0.51], [-0.12, -1.22, 0.09], [-1.33, 1.29, -0.90], [0.11, 0.67, -1.70], [-2.24, -0.71, -1.32], [-1.03, 1.09, 1.82], [-0.91, -0.59, 2.27]],
  "mulliken_charge": [-0.83, -0.44, 0.34, -0.91, -0.53, -0.75, -0.68, 0.31, 0.34, 0.24, 0.27, 0.15, 0.26, 0.38, 0.31, 0.25, 0.27]
}